The following is a DFT calculation (wB97M-V/def2-TZVPD) of an isolated molecule of C4H12N2S.

Results
Electronic energy ... -667.27060 hartree
Spin multiplicity ... 1
Structure (SMILES) ... NCNCCCS
Relative energy (zero: lowest compared OMol25 entry of this formula, charge and spin) ... 15.2 kcal per mole
Highest occupied orbital energy ... -8.828 eV
Frontier orbital gap ... 9.731 eV
Charge ... 0

Last column: Löwdin charge in e.
Element x y z (Å)
1 H -1.19577 2.00933 2.37389  0.06
2 H -0.76914 -1.47108 -0.57770  0.09
3 H 2.52577 -0.20040 -2.23064  -0.15
4 H 0.30816 1.09139 -1.76025  0.09
5 N -0.30136 1.15110 0.24872  -0.06
6 H -0.43800 -0.57576 1.43724  0.10
7 H -0.39117 0.83234 3.14886  0.06
8 C 1.35709 -1.28866 -0.47162  -0.54
9 S 2.75462 -0.17421 -0.91397  0.69
10 C 0.01459 -0.95982 -1.11674  -0.27
11 N -1.15189 1.00709 2.51083  0.01
12 H -1.39837 0.59533 -1.43325  0.11
13 H -2.01506 0.07441 0.84731  0.11
14 H -0.98942 1.89459 0.13736  0.09
15 C -1.03401 0.31625 1.25473  -0.33
16 H 1.30446 -1.25206 0.60527  0.05
17 H 1.72446 -2.25546 -0.79767  0.06
18 H 0.04778 -1.31587 -2.14822  0.11
19 C -0.35274 0.52149 -1.11414  -0.26